# C31H40AuGeN3O2

C31H40AuGeN3O2 as an isolated structure (wB97M-V/def2-TZVPD, the Open Molecules 2025 dataset).

## Properties
E_HOMO: -8.6 eV
Kohn-Sham gap: 8.2 eV

Geometry as ORCA input:
```
! RIJCOSX wB97M-V def2-TZVPD def2/J DEFGRID3
* xyz 0 1
Au -0.750 -0.019 0.202
C -2.864 3.643 0.931
C -1.456 3.972 0.523
C -1.134 5.199 -0.045
C 0.184 5.516 -0.341
C 1.194 4.613 -0.049
C 0.904 3.369 0.498
C 2.005 2.404 0.830
C -0.431 3.049 0.744
N -0.775 1.761 1.247
C -0.830 1.635 2.607
O -0.740 2.544 3.413
C -1.030 0.209 3.095
C -1.403 -0.201 4.363
C -1.578 -1.567 4.570
C -1.407 -2.490 3.541
C -1.033 -2.003 2.302
N -0.829 -0.705 2.166
C -0.866 -2.803 1.017
O -0.902 -4.019 1.060
N -0.708 -2.039 -0.105
C -0.538 -2.703 -1.352
C 0.712 -2.663 -1.974
C 1.866 -1.946 -1.336
C 0.853 -3.258 -3.222
C -0.224 -3.872 -3.841
C -1.457 -3.896 -3.214
C -1.635 -3.312 -1.964
C -2.980 -3.331 -1.296
H -3.535 4.470 0.702
H -2.909 3.449 2.004
H -3.232 2.748 0.427
H -1.922 5.918 -0.236
H 0.425 6.475 -0.782
H 2.226 4.869 -0.260
H 2.952 2.741 0.408
H 1.801 1.401 0.448
H 2.127 2.315 1.912
H -1.555 0.528 5.146
H -1.876 -1.918 5.550
H -1.571 -3.549 3.679
H 1.992 -2.234 -0.291
H 1.710 -0.861 -1.355
H 2.792 -2.156 -1.869
H 1.818 -3.229 -3.714
H -0.101 -4.328 -4.815
H -2.303 -4.369 -3.699
H -3.767 -3.543 -2.018
H -3.195 -2.374 -0.817
H -3.008 -4.096 -0.516
C -3.194 0.907 -5.228
C -4.061 1.862 -4.415
C -3.391 2.407 -3.152
C -3.019 1.305 -2.144
Ge -1.149 0.683 -2.116
C 0.212 2.018 -2.589
C 0.414 2.392 -4.065
C 1.507 1.590 -4.772
C 1.232 0.096 -4.882
H -3.741 0.515 -6.087
H -2.864 0.051 -4.635
H -2.305 1.410 -5.609
H -4.981 1.347 -4.119
H -4.368 2.699 -5.047
H -4.082 3.106 -2.676
H -2.512 3.001 -3.425
H -3.631 0.414 -2.317
H -3.248 1.626 -1.128
H -1.023 -0.610 -2.941
H 1.159 1.658 -2.172
H -0.044 2.904 -2.013
H 0.686 3.450 -4.115
H -0.519 2.298 -4.625
H 2.451 1.745 -4.238
H 1.651 2.008 -5.772
H 1.177 -0.383 -3.903
H 2.020 -0.406 -5.446
H 0.284 -0.096 -5.390
*
```


# CClF3S

A 2-piece molecular cluster, CClF3S overall (wB97M-V/def2-TZVPD, the Open Molecules 2025 dataset).

## Properties
E_HOMO (spin up / spin down): -10.0 / -9.6 eV
Kohn-Sham gap (spin up / spin down): 8.8 / 7.2 eV

Geometry as ORCA input:
```
! RIJCOSX wB97M-V def2-TZVPD def2/J DEFGRID3
* xyz 0 1
C -0.187 -0.820 0.470
F 0.158 -0.006 1.441
F 0.047 -2.062 0.827
F 0.370 2.268 -1.228
S 1.437 1.115 -1.573
Cl -1.826 -0.494 0.063
*
```


# C18H21N9

One molecule with the formula C18H21N9 at a distorted geometry (wB97M-V/def2-TZVPD, the Open Molecules 2025 dataset).

## Properties
E_HOMO: -7.7 eV
Kohn-Sham gap: 7.3 eV
SMILES string: Nc1nn(-c2ccc3n[nH]cc3c2)c2nc(N[C@@H]3CCCC[C@H]3N)cnc12

Geometry as ORCA input:
```
! RIJCOSX wB97M-V def2-TZVPD def2/J DEFGRID3
* xyz 0 1
N 1.417 3.560 -0.900
N 1.235 -1.545 -4.464
N 1.189 3.522 2.702
N 1.852 1.046 1.540
C 1.316 4.182 0.243
C -0.312 0.190 -4.425
C 1.239 2.375 3.462
C 1.355 3.351 1.348
C 1.791 2.152 0.788
C 1.578 1.138 2.861
C 2.491 0.054 -1.388
C 1.687 1.197 -1.463
C 2.425 -0.950 -2.431
C 0.680 1.238 -2.398
C 1.395 -0.740 -3.415
C 0.471 0.339 -3.383
N 0.731 5.428 0.129
N 0.206 -0.962 -5.026
N 1.855 2.275 -0.615
N 1.285 -0.054 3.476
N 0.664 -1.538 1.219
C -2.139 -1.253 4.362
C -2.058 -2.627 3.699
C -0.730 -0.687 4.609
C -1.355 -2.415 2.358
C 0.038 -0.565 3.258
C 0.066 -1.868 2.557
H -1.129 0.919 -4.758
H 0.943 2.413 4.566
H 3.350 0.079 -0.819
H 3.122 -1.840 -2.382
H 0.014 1.990 -2.320
H 0.298 5.649 0.961
H 1.133 6.062 -0.458
H -0.167 -1.408 -5.900
H 1.966 -0.640 2.979
H -0.047 -1.468 0.471
H 1.241 -0.717 1.394
H -2.708 -0.617 3.752
H -2.574 -1.301 5.357
H -3.036 -3.142 3.481
H -1.564 -3.294 4.282
H -0.749 0.307 5.037
H -0.218 -1.368 5.304
H -1.153 -3.434 1.992
H -2.004 -1.846 1.661
H -0.506 0.178 2.644
H 0.558 -2.672 3.133
*
```


# C8H19O3SSi

C8H19O3SSi as an isolated structure at a distorted geometry (wB97M-V/def2-TZVPD, the Open Molecules 2025 dataset).

## Properties
E_HOMO: -3.7 eV
Kohn-Sham gap: 7.2 eV

Geometry as ORCA input:
```
! RIJCOSX wB97M-V def2-TZVPD def2/J DEFGRID3
* xyz -1 1
C 2.892 1.392 -1.625
C -2.460 -2.006 -0.275
C -0.180 -1.310 -1.065
C -0.444 -2.549 0.916
C 1.621 1.851 -0.762
C 1.700 1.182 0.620
C -1.145 -0.196 0.924
C -1.105 -1.476 0.102
O -1.078 2.267 0.980
O -1.649 1.215 -1.233
O -3.271 1.463 0.541
Si 0.208 1.681 1.745
S -1.893 1.189 0.169
H 3.289 2.308 -2.027
H 3.585 0.881 -1.008
H 2.711 0.711 -2.596
H -2.592 -1.904 -1.353
H -2.560 -3.064 -0.064
H -3.363 -1.378 0.115
H -0.327 -0.428 -1.805
H 0.830 -1.076 -0.625
H 0.069 -2.136 -1.592
H -0.985 -2.895 1.816
H 0.431 -2.054 1.299
H -0.121 -3.265 0.212
H 1.541 3.007 -0.756
H 0.682 1.467 -1.312
H 2.577 1.470 1.101
H 1.924 0.072 0.448
H -1.586 -0.288 1.856
H 0.130 0.890 3.076
H 0.570 2.981 2.178
*
```